One molecule with the formula C29H32N2O7, computed with wB97M-V/def2-TZVPD.

The geometry in XYZ format:
```
70
Properties=species:S:1:pos:R:3:forces:R:3
O -2.899732 0.665892 3.756444 0.000 0.129 0.040
O 2.440967 -1.149056 -6.345912 -0.166 -0.238 0.225
O -1.369719 1.341077 -1.820090 0.011 0.290 -0.193
O 0.076856 -4.200290 2.046019 -0.068 -0.179 -0.095
O -1.145055 -2.316904 0.657592 -0.111 -0.211 0.054
O -0.458515 3.937761 1.057563 0.017 -0.479 0.022
O 1.062339 5.241365 -0.082927 0.392 -0.175 -0.235
N 0.393494 -0.996164 -0.307301 -0.047 -0.091 0.027
N -2.466076 -0.089778 -0.470455 -0.361 -0.156 0.360
C 0.531091 1.764396 0.434942 0.012 0.407 0.076
C 0.763361 0.260767 -3.383363 -0.096 -0.066 0.018
C 0.303276 -0.904998 -2.787484 -0.123 0.066 0.008
C 2.405395 3.353659 -0.966235 -0.168 0.338 0.106
C 2.476592 1.963048 -0.979983 -0.065 -0.196 0.118
C 1.546742 -3.392777 3.687003 -0.112 -0.112 -0.103
C -3.810392 0.590020 1.458165 0.371 0.029 0.110
C 1.293138 -2.170943 -4.586287 0.137 0.045 -0.190
C -3.275182 -0.615189 4.224558 0.018 -0.221 0.164
C -0.107484 5.259636 0.707248 -0.661 1.069 0.329
C -0.055798 -1.718241 0.734017 0.057 -0.113 -0.035
C -0.474352 -0.923481 -1.498628 -0.317 -0.028 -0.238
C -3.455543 0.856518 -0.001081 -0.182 0.171 -0.001
C -2.218704 -1.701902 4.033178 -0.229 0.384 -0.070
C 1.474405 0.221797 -4.570906 0.219 0.009 -0.288
C 2.230711 -2.357777 4.286949 -0.089 -0.024 -0.091
C 0.454309 3.133265 0.434163 0.523 0.129 -0.286
C 2.898399 0.001497 -7.014551 0.078 0.199 -0.106
C 1.376233 3.920514 -0.255425 -0.310 -0.468 0.243
C 1.675102 -0.331913 -0.370448 0.543 0.118 0.111
C 1.561504 1.173978 -0.300550 0.108 0.042 -0.020
C 2.143003 -1.074061 3.768863 0.052 0.220 0.030
C 1.416153 -0.842885 2.618015 -0.038 -0.128 0.111
C 0.756896 -1.884184 1.964897 -0.008 -0.212 0.233
C -2.601512 0.777015 2.383913 -0.136 0.005 -0.133
C 1.748909 -0.994709 -5.184856 -0.060 -0.113 0.126
C 0.772508 -3.167203 2.549641 0.073 0.320 -0.027
C -1.469631 0.247141 -1.306132 -0.036 -0.495 -0.165
C 0.579704 -2.121567 -3.409717 0.039 0.150 -0.001
H -4.359726 0.779157 -0.617699 0.101 0.142 0.053
H -2.504467 -2.582289 4.601987 -0.027 -0.131 0.063
H 2.639218 -0.252150 4.261012 0.040 0.077 0.042
H -0.930599 5.720146 0.136733 0.204 -0.173 0.074
H -2.475695 -1.016582 -0.060937 0.187 0.059 -0.138
H 0.074190 5.846406 1.621185 0.018 -0.192 -0.197
H -2.126922 -1.990136 2.989060 0.075 -0.083 -0.103
H 0.550753 1.213481 -2.928564 -0.019 0.038 0.014
H 2.069362 0.657121 -7.298911 0.034 -0.017 0.023
H -1.066320 -1.848412 -1.480766 0.165 0.280 -0.008
H -4.601679 1.273911 1.768259 -0.050 -0.040 0.006
H 1.334434 0.166704 2.247161 0.049 0.079 -0.087
H -1.251371 -1.353783 4.389475 0.128 0.007 0.042
H 3.396962 -0.358891 -7.912965 -0.024 0.077 0.053
H -0.572438 -3.844258 1.404144 0.085 0.027 0.174
H 3.262932 1.486955 -1.545784 0.082 -0.081 -0.109
H -4.187898 -0.431415 1.546383 -0.115 -0.031 0.040
H 0.231528 -3.042813 -2.964353 -0.052 -0.102 0.054
H 1.807061 1.151530 -5.004190 0.050 0.077 -0.078
H 2.304217 -0.706831 0.441626 -0.099 0.002 -0.224
H -1.813877 0.063147 2.108580 0.024 0.075 -0.009
H 3.613831 0.563344 -6.405260 -0.041 -0.013 -0.019
H 1.566988 -4.391736 4.092387 0.003 -0.123 0.052
H -0.203918 1.181221 0.962030 -0.152 -0.128 0.056
H 2.813378 -2.544552 5.176236 0.049 -0.028 0.081
H 2.154478 -0.607684 -1.315294 -0.011 0.019 0.196
H -3.451036 -0.456286 5.291782 -0.078 -0.090 -0.110
H -3.037722 1.858776 -0.131484 -0.099 -0.059 -0.006
H -2.211115 1.793049 2.271231 0.038 -0.091 -0.111
H 1.508067 -3.110494 -5.069925 0.021 -0.118 -0.062
H -4.222303 -0.933069 3.766094 0.040 0.042 0.081
H 3.116292 3.961109 -1.500070 0.107 0.090 -0.077
```
Forces are in eV/Å.

Summary:
energy above the lowest of the compared OMol25 structures with the same formula, charge and spin	0.8	kcal per mole
E	-47905.229	eV
LUMO	0.024	hartree
HOMO-LUMO gap	8.8	eV


One molecule with the formula CH3NO2, computed with wB97M-V/def2-TZVPD.

The geometry in XYZ format:
```
7
Properties=species:S:1:pos:R:3:forces:R:3
O -1.433789 -0.347427 -0.398137 0.262 -0.112 -0.464
O 0.083405 0.679883 1.296812 -1.390 -0.536 0.045
N 0.652949 0.175689 0.138283 -1.722 0.433 0.449
C -0.246624 -0.341827 -0.710214 0.580 -0.015 -0.169
H 1.633172 0.133742 0.194850 1.022 -0.215 -0.363
H -0.894851 0.383225 1.136131 1.651 0.577 0.297
H 0.205737 -0.683285 -1.657725 -0.403 -0.132 0.205
```
Forces are in eV/Å.

Summary:
energy above the lowest of the compared OMol25 structures with the same formula, charge and spin	61.9	kcal per mole
E	-6668.981	eV
LUMO	0.033	hartree
HOMO-LUMO gap	10.5	eV


A 2-piece molecular cluster, C2H9N3O overall, computed with wB97M-V/def2-TZVPD.

The geometry in XYZ format:
```
15
Properties=species:S:1:pos:R:3:forces:R:3
O 0.656132 1.195037 -1.224923 0.086 -0.137 0.357
N -1.582050 -0.438244 -0.985198 -0.012 0.328 0.320
N 0.670288 0.306327 0.971774 0.396 -1.693 -0.648
N -1.308003 -1.127017 0.281410 0.224 0.685 -0.323
C 0.908419 1.473168 0.113664 0.092 0.692 0.064
C 1.464540 -0.706192 0.926367 -0.330 1.905 0.362
H -0.506147 -0.173789 0.982373 -0.444 -1.783 -0.655
H 1.945330 1.814399 0.198156 -0.044 -0.136 0.059
H -1.696322 -2.070645 0.177685 0.140 0.678 0.903
H -1.827536 -1.111958 -1.707671 0.196 0.197 0.084
H -0.187974 0.663293 -1.264635 -0.162 -0.162 -0.135
H 2.434028 -0.632704 0.436116 -0.024 -0.022 0.036
H 1.177421 -1.610289 1.438588 -0.160 -0.197 -0.130
H -2.399916 0.158112 -0.857726 -0.080 -0.265 -0.169
H 0.251790 2.260503 0.514019 0.122 -0.090 -0.125
```
Forces are in eV/Å.

Summary:
energy above the lowest of the compared OMol25 structures with the same formula, charge and spin	110.0	kcal per mole
E	-8733.671	eV
LUMO	0.003	hartree
HOMO-LUMO gap	6.9	eV


One molecule with the formula C4H2O2, computed with wB97M-V/def2-TZVPD.

The geometry in XYZ format:
```
8
Properties=species:S:1:pos:R:3:forces:R:3
O -1.000124 1.833968 0.979694 0.422 -0.551 -0.328
O -1.175328 -1.339785 0.969954 0.049 0.462 -0.421
C -0.434268 0.905686 0.472864 -0.345 0.297 0.344
C 1.574868 -0.157876 -0.566746 0.409 0.741 0.268
C -0.993753 -0.492561 0.138141 -0.997 -0.312 0.423
C 0.926785 0.705147 -0.004142 0.470 -0.743 -0.540
H -1.151850 -0.646256 -0.954145 0.032 -0.076 0.239
H 2.247992 -0.855161 -1.019954 -0.039 0.183 0.016
```
Forces are in eV/Å.

Summary:
energy above the lowest of the compared OMol25 structures with the same formula, charge and spin	22.3	kcal per mole
E	-8271.562	eV
LUMO	-0.016	hartree
HOMO-LUMO gap	9.5	eV


C20H17AsN3O7SSe2Te2V as an isolated structure, computed with wB97M-V/def2-TZVPD.

The geometry in XYZ format:
```
54
Properties=species:S:1:pos:R:3:forces:R:3
Te 4.494883 4.604197 3.444057 2.949 1.504 1.117
Te 6.734233 5.340167 4.715014 -0.229 -0.325 0.168
Se 2.378392 3.965295 1.928141 2.194 5.043 1.477
Se 2.619737 2.797871 3.725419 0.119 -2.223 3.040
As -1.136380 1.680168 -0.204172 -1.238 -1.528 -0.174
V 1.054500 3.112512 0.683015 2.175 -6.605 -3.061
S -0.273632 4.952983 -0.095953 -0.985 2.685 0.119
O -1.871989 0.226018 -0.269011 -0.367 0.158 -0.016
O -0.148076 1.821336 -1.664349 0.005 0.099 -0.050
O -0.435948 4.299213 1.234935 -0.524 0.704 -0.915
O -0.102124 1.788524 1.134503 -2.490 -1.373 0.182
O 2.356862 2.240780 -0.540044 -0.344 -0.123 -0.451
O -0.182873 6.376783 -0.045555 -0.323 -0.039 -0.394
O 0.902576 4.311603 -0.762440 -1.214 1.623 -1.307
N -0.728996 -4.286932 0.635346 -0.092 0.147 0.149
N 1.833483 0.135793 0.315846 0.034 -0.370 -0.257
N 0.359321 -4.395616 -1.303729 0.091 0.073 -0.105
C -1.623232 -7.805355 -0.093360 -0.044 0.004 0.045
C -4.004630 5.161191 -1.541938 -0.059 0.048 -0.049
C -1.824090 4.485801 -0.838191 -0.207 -0.367 0.391
C -0.242488 -6.783569 -1.809053 -0.005 -0.050 0.009
C 0.617262 -2.308001 -0.060539 0.191 0.210 -0.035
C 0.720180 -1.742646 1.204847 -0.022 -0.164 0.050
C -2.305238 3.186714 -0.584722 0.250 0.287 -0.162
C 2.472813 1.455710 0.500204 0.288 0.912 0.388
C 0.067718 -3.644411 -0.277392 -0.097 -0.263 -0.034
C -0.969698 -5.550761 0.148144 0.105 -0.087 -0.123
C 3.866422 1.233704 1.060433 -0.063 -0.121 -0.164
C -3.636494 2.891011 -0.817323 0.263 0.015 0.029
C -0.266592 -5.603563 -1.065985 -0.047 0.021 0.076
C -1.671294 -6.642744 0.649804 0.013 0.076 0.042
C 1.153707 -1.602987 -1.135242 -0.092 -0.080 -0.047
C 1.743081 -0.382042 -0.921205 -0.062 0.006 -0.015
C -4.487186 3.891018 -1.281501 -0.073 0.030 -0.042
C -0.916767 -7.876991 -1.304368 0.001 0.018 -0.016
C -2.671440 5.475458 -1.298373 0.274 -0.215 -0.064
C 1.347852 -0.531695 1.366799 -0.083 0.054 0.195
H -0.898937 -8.815220 -1.843277 -0.012 0.016 -0.026
H 4.406781 0.557150 0.383949 0.039 0.025 0.010
H -0.437303 1.115801 -2.254667 -0.074 -0.119 0.009
H -2.214846 -6.587449 1.584096 0.007 -0.036 0.003
H -2.275386 6.472739 -1.432790 -0.081 0.038 0.011
H -1.152710 -3.868703 1.444829 0.001 0.019 -0.018
H 3.856778 0.811007 2.062059 0.042 -0.018 -0.005
H -3.979977 1.881293 -0.628713 -0.079 0.016 -0.041
H -2.134874 -8.685619 0.273684 -0.018 0.003 -0.025
H 2.177400 0.225526 -1.701209 -0.063 0.085 0.021
H 0.332310 -2.242914 2.081023 0.056 0.013 0.025
H -4.667199 5.930641 -1.916248 -0.038 -0.017 0.033
H -5.535990 3.670700 -1.433787 0.007 -0.001 -0.036
H 1.108188 -2.025313 -2.128341 0.031 0.008 -0.003
H 0.304497 -6.835201 -2.740853 0.008 0.020 0.007
H 1.481843 -0.059580 2.330625 -0.054 0.127 -0.051
H 4.405574 2.178607 1.087561 -0.066 0.038 0.092
```
Forces are in eV/Å.

Summary:
energy above the lowest of the compared OMol25 structures with the same formula, charge and spin	148.8	kcal per mole
E	-282458.702	eV
LUMO (spin up / spin down)	0.030 / 0.031	hartree
HOMO-LUMO gap (spin up / spin down)	3.8 / 3.9	eV
spin multiplicity	2
net charge	-1


CH3NO4 as an isolated structure, computed with wB97M-V/def2-TZVPD.

The geometry in XYZ format:
```
9
Properties=species:S:1:pos:R:3:forces:R:3
O 1.111955 -1.609251 -0.904325 2.321 -0.839 0.010
O 0.510779 0.300031 1.314455 -2.425 2.304 0.420
O -1.109056 1.143828 -0.025570 -1.702 -0.246 1.914
O -0.976660 -1.333333 -1.138658 -0.894 -0.358 -0.443
N 0.116395 -0.982594 -0.793923 -2.090 2.644 1.265
C 0.089341 0.641155 0.082851 2.292 -1.216 -3.342
H -1.656772 0.863804 0.753917 0.392 0.152 -0.962
H 0.680467 1.244863 -0.695103 0.202 -1.054 1.672
H 1.233551 -0.268502 1.406356 1.904 -1.387 -0.534
```
Forces are in eV/Å.

Summary:
energy above the lowest of the compared OMol25 structures with the same formula, charge and spin	35.6	kcal per mole
E	-10761.970	eV
LUMO	0.019	hartree
HOMO-LUMO gap	10.2	eV